(1)
This record from OMol25 describes a 19-piece molecular cluster, C13H49BrF7NO21PS2 overall. The level of theory is wB97M-V/def2-TZVPD.

The geometry in XYZ format:
```
95
Properties=species:S:1:pos:R:3:forces:R:3
C -4.07560 2.55909 0.00472 0.163 -0.493 -0.620
C -3.94447 1.76508 -1.31980 0.743 0.734 0.394
C -2.44339 1.75061 -1.69623 -0.918 -0.827 0.276
C -2.03559 0.54487 -2.47116 0.516 0.701 0.195
N -2.98834 -0.12798 -3.11541 0.217 -0.698 -0.481
C -2.76819 -1.28334 -3.78356 -0.109 -0.262 -0.461
P -4.14890 -2.20481 -4.61426 0.107 -1.533 -0.105
S -3.59584 -3.91506 -5.31016 0.067 0.390 -0.062
C -1.51393 -1.82179 -3.81846 -0.262 0.666 0.530
C -0.46583 -1.16221 -3.15938 0.577 -0.020 -0.277
C 0.86878 -1.87832 -3.17458 -0.930 0.253 0.768
C 1.23439 -2.27102 -1.74761 -0.775 0.367 -0.297
O 2.32910 -2.29405 -1.34871 1.735 -0.261 0.392
Br -0.20708 -2.69553 -0.54487 -0.391 -0.224 -0.379
C -0.71833 0.05859 -2.51138 -0.595 -0.131 -0.947
S 0.60979 0.94803 -1.69480 0.862 -0.681 1.266
O 1.86672 0.62570 -2.28954 -0.181 -0.165 -0.885
O 0.49904 0.70583 -0.29057 -0.648 0.412 0.119
C 0.48187 2.78700 -2.00148 0.529 -0.067 -0.245
F -0.17626 3.40116 -1.02969 -0.307 0.034 0.207
F -0.09588 2.98507 -3.19108 -0.254 0.039 -0.146
C 1.91618 3.39664 -2.04323 -0.322 0.815 0.039
F 2.51919 3.09686 -3.18876 0.100 -0.250 -0.185
F 2.63605 2.96576 -1.00141 0.116 -0.254 0.064
C 1.86977 4.97240 -1.93852 0.381 -0.377 -0.120
F 1.89621 5.33945 -0.66553 -0.273 0.094 0.271
F 2.95549 5.45575 -2.52719 0.245 0.092 -0.070
F 0.80887 5.48286 -2.53455 -0.376 0.062 -0.092
H -4.90316 3.24797 -0.02924 -0.260 0.019 0.110
H -4.16429 1.85098 0.81664 -0.029 0.074 0.312
H -3.16273 3.12798 0.14320 0.073 0.221 0.247
H -4.48310 2.29548 -2.09344 -0.340 -0.127 -0.214
H -4.32637 0.75651 -1.19512 -0.116 -0.115 0.113
H -2.24140 2.67841 -2.21748 0.335 0.039 -0.117
H -1.88596 1.66266 -0.77029 0.167 0.309 0.153
H -3.93902 0.22180 -3.10351 0.023 0.318 0.331
H -5.06960 -2.36239 -3.56289 -0.079 0.610 0.014
H -4.73582 -1.31951 -5.53454 0.067 0.356 0.307
H -1.32912 -2.76534 -4.30171 -0.175 -0.150 -0.179
H 1.64892 -1.26180 -3.59809 0.326 -0.087 -0.074
H 0.77617 -2.81692 -3.70833 -0.006 -0.078 -0.314
O -2.35013 -0.17320 0.54868 0.061 0.183 -0.128
H -2.58972 -0.42608 1.45917 -0.013 -0.295 0.024
H -1.39557 -0.30796 0.54373 0.019 0.008 0.017
O 4.15774 -1.23244 0.69014 0.343 0.031 -0.153
H 4.69812 -0.70667 0.08454 -0.003 0.055 0.078
H 3.69398 -1.83921 0.09947 -0.140 -0.008 0.166
O 5.85092 -3.09118 2.45225 -0.007 0.033 0.024
H 5.70277 -2.91963 3.38725 0.064 0.006 0.018
H 5.26584 -2.46525 1.99871 0.016 -0.008 -0.130
O 0.81254 -2.92649 2.37021 -0.355 -0.223 -0.008
H 0.70328 -2.05090 1.99026 0.266 0.198 0.121
H 1.76673 -2.96774 2.50239 0.180 -0.196 0.100
O 3.97798 -1.24213 -4.65263 -0.325 0.208 0.134
H 3.94129 -0.69625 -3.85732 0.239 -0.059 0.068
H 4.27015 -0.63110 -5.33692 0.064 -0.083 -0.055
O 1.77115 -5.58981 -0.04318 -0.122 0.052 0.038
H 1.69778 -5.02530 0.73910 0.124 -0.015 0.051
H 2.07615 -4.99933 -0.73682 0.119 -0.022 0.031
O -6.35264 3.56826 -1.76575 -0.333 0.082 -0.347
H -7.24361 3.22940 -1.62280 0.018 0.001 0.109
H -6.45830 4.17165 -2.50991 0.023 0.077 0.061
O 1.96303 -0.38564 2.39702 -0.187 0.382 0.110
H 2.92518 -0.32311 2.39307 0.004 -0.198 -0.234
H 1.67385 0.37643 1.88454 0.037 0.002 -0.018
O 3.27177 -4.44054 2.58759 -0.364 0.176 0.110
H 3.04837 -4.64516 3.50218 -0.013 -0.159 -0.041
H 4.21408 -4.64851 2.52309 0.077 0.013 -0.036
O 2.93413 8.54315 -0.90433 -0.197 -0.021 0.136
H 2.02903 8.41419 -0.60260 -0.024 0.094 -0.056
H 3.14051 7.75954 -1.42174 0.166 0.047 -0.042
O -2.26546 -1.64049 2.90516 0.357 -0.082 0.094
H -2.59366 -1.74980 3.81220 -0.334 0.302 -0.099
H -1.32985 -1.87520 2.96388 -0.042 -0.159 -0.001
O -3.99815 -1.06965 5.08249 0.047 -0.103 -0.066
H -4.06429 -1.08421 6.04064 0.010 -0.041 0.011
H -4.60462 -0.36566 4.81585 -0.007 0.094 0.139
O -5.74404 1.25549 5.61256 0.101 -0.096 0.032
H -5.82568 1.25636 6.58106 -0.100 0.109 -0.087
H -6.34625 1.94499 5.32264 -0.017 -0.019 -0.049
O 4.75466 6.46443 0.24516 0.062 -0.135 0.025
H 4.14429 5.81989 -0.11824 -0.003 -0.086 0.082
H 4.18913 7.10031 0.69721 0.066 0.154 -0.105
O 5.19538 -6.65369 2.86868 0.039 -0.001 -0.157
H 4.99900 -6.97610 1.98142 -0.025 0.038 -0.015
H 6.14761 -6.50795 2.85757 0.013 -0.014 0.085
O 5.08833 1.11820 -1.77571 0.051 -0.042 0.098
H 5.83344 1.60918 -1.40957 0.030 -0.085 -0.078
H 4.43658 1.79355 -1.98163 -0.060 -0.030 0.021
O -6.41243 1.74634 8.37089 0.074 0.045 0.072
H -5.80541 1.69937 9.11701 -0.002 -0.055 -0.002
H -6.83511 2.60709 8.45685 -0.041 -0.017 -0.015
O 2.07713 -8.18350 2.99417 0.017 0.064 -0.028
H 3.03312 -8.07356 2.99730 0.035 0.014 0.120
H 1.74842 -7.37996 2.57813 -0.008 -0.022 -0.061
```
Forces are in eV/Å.

Results
- HOMO level (eV) = -12.1
- spin multiplicity = 1
- net charge = +1
- LUMO level (eV) = -4.92



(2)
This record from OMol25 describes C13H50B3N21O14 as an isolated structure. The level of theory is wB97M-V/def2-TZVPD.

The geometry in XYZ format:
```
101
Properties=species:S:1:pos:R:3:forces:R:3
N 3.27408 -4.22670 1.94694 -1.015 0.634 -0.260
B 2.67651 -3.16355 1.15184 1.057 0.041 0.376
O 3.14095 -3.03762 -0.17117 -1.438 -0.634 -0.057
B 2.12276 -2.60645 -1.03521 0.782 1.084 0.462
O 1.37243 -1.52197 -0.59258 -0.277 -1.466 0.019
B 0.78136 -1.95664 0.61925 -0.338 1.143 0.055
C -0.78796 -2.04006 0.70411 0.690 0.053 0.405
C -1.29394 -3.23926 1.53734 0.178 -0.154 -0.528
C -1.61386 -4.50071 0.69423 -0.259 0.055 -0.029
O -2.00507 -4.20731 -0.64578 0.090 0.022 0.082
O 1.65706 -2.34400 1.64502 -0.037 -0.729 -0.921
H 2.83286 -4.27950 2.85776 0.034 -0.106 0.039
H 3.08679 -5.10224 1.46232 0.673 -0.231 0.135
H 1.85831 -3.19448 -2.03199 0.235 0.107 -0.189
H -1.13516 -1.10563 1.16166 -0.029 -0.087 0.120
H -1.15971 -2.02345 -0.31954 -0.220 -0.149 0.092
H -2.16641 -2.96927 2.12864 -0.004 0.156 -0.076
H -0.49871 -3.52557 2.23160 -0.205 0.036 0.212
H -0.77869 -5.20735 0.66147 0.103 0.139 0.154
H -2.45290 -5.01206 1.17807 0.117 -0.110 0.030
H -1.46887 -4.74793 -1.23529 -0.016 0.038 -0.162
C -3.94172 -0.11839 2.05334 0.161 0.081 -0.200
O -3.21429 -0.56652 2.93072 -0.082 -0.064 0.070
N -3.46800 0.57434 0.98836 -0.034 0.117 0.033
N -5.30056 -0.28378 2.07082 -0.155 -0.063 0.172
H -4.04842 0.94758 0.25461 0.061 -0.013 -0.234
H -2.47743 0.71567 0.93581 0.011 0.067 -0.092
H -5.69254 -0.79087 2.84048 0.017 -0.020 0.004
H -5.90665 0.07018 1.35542 0.066 0.007 -0.062
C 0.58738 -6.84260 -1.71300 -0.006 -0.119 0.189
O 0.15986 -6.04712 -2.55154 0.018 0.012 -0.017
N 1.36729 -6.43449 -0.67313 -0.045 -0.031 0.187
N 0.31865 -8.16762 -1.76812 -0.283 0.207 0.248
H 1.73048 -7.04812 0.03715 0.120 -0.013 -0.064
H 1.58246 -5.45799 -0.62590 0.124 0.063 -0.096
H -0.24144 -8.50664 -2.52839 0.193 -0.089 -0.123
H 0.68899 -8.82802 -1.11223 0.123 -0.019 -0.065
C -4.34162 0.91193 -2.90189 0.313 -0.037 -0.031
O -4.70428 1.40796 -1.84267 -0.217 -0.079 0.196
N -3.04270 0.89056 -3.29268 0.062 -0.006 0.113
N -5.23315 0.33958 -3.76982 -0.147 0.029 -0.030
H -2.74171 0.49745 -4.16313 -0.071 -0.066 -0.009
H -2.35032 1.27281 -2.65996 -0.068 0.223 0.024
H -6.19908 0.34183 -3.50464 -0.004 0.013 0.014
H -4.96755 -0.07615 -4.64105 0.048 -0.011 0.008
C 1.46848 -8.91268 -5.12042 -0.083 0.062 -0.020
O 1.18679 -9.63472 -4.17417 -0.022 -0.009 -0.150
N 1.50884 -7.55436 -5.03347 0.076 -0.093 0.167
N 1.75394 -9.42812 -6.35613 0.055 -0.086 -0.067
H 1.72938 -6.96173 -5.80988 -0.023 -0.018 -0.041
H 1.26245 -7.12518 -4.15584 -0.142 0.130 -0.025
H 1.72731 -10.42490 -6.45425 0.001 -0.010 0.022
H 1.98387 -8.86573 -7.15221 0.001 0.034 0.015
C -1.04216 3.49835 -0.88495 -0.196 0.280 -0.068
O -1.37876 2.45449 -1.44019 0.130 -0.207 0.066
N -0.14582 3.51462 0.14352 0.690 0.107 0.069
N -1.52549 4.71030 -1.24789 -0.119 -0.075 -0.010
H 0.12988 4.36883 0.62495 -0.566 -0.321 0.013
H 0.23552 2.63212 0.43011 -0.083 -0.036 0.002
H -2.17633 4.74002 -2.01051 0.021 0.018 -0.037
H -1.24488 5.56679 -0.79933 0.097 -0.018 0.042
C 1.92415 5.92611 -2.20553 -0.108 -0.193 -0.012
O 1.08535 6.63394 -1.66898 0.004 0.353 -0.034
N 2.65916 6.33821 -3.28167 0.028 0.115 0.035
N 2.16396 4.66540 -1.75623 0.121 0.123 0.118
H 3.34350 5.76623 -3.73685 -0.022 -0.051 0.012
H 2.48414 7.26110 -3.63106 -0.035 0.000 -0.014
H 1.59802 4.37166 -0.97638 -0.020 -0.250 -0.125
H 2.83004 4.03607 -2.16033 -0.028 0.002 -0.058
C -1.39245 5.92912 2.61814 -0.016 -0.099 0.108
O -0.79187 5.82359 1.55304 0.052 0.288 0.046
N -2.74275 5.73990 2.68732 -0.111 0.108 -0.106
N -0.76607 6.22984 3.78256 0.229 0.052 -0.191
H -3.26800 5.80863 3.53704 0.025 -0.034 0.039
H -3.21888 5.50191 1.83636 0.032 -0.059 -0.004
H 0.23955 6.37618 3.76356 -0.240 -0.012 0.091
H -1.25102 6.30923 4.65526 -0.059 -0.047 -0.013
C 3.06527 7.17049 4.58166 -0.007 -0.008 -0.061
O 2.01203 6.72963 4.14499 0.167 0.047 0.109
N 4.25613 6.92669 3.96941 0.042 -0.050 -0.053
N 3.12341 7.93611 5.70828 -0.047 0.019 0.050
H 5.13385 7.27497 4.30326 -0.007 0.020 0.024
H 4.23743 6.36864 3.13618 -0.024 0.006 -0.010
H 2.25938 8.13115 6.17714 -0.011 0.000 -0.003
H 3.97475 8.30772 6.08303 0.023 -0.009 -0.021
C -2.50536 8.49296 -1.62478 0.161 -0.035 0.008
O -2.60138 8.11784 -2.78186 -0.059 -0.004 0.040
N -3.59696 8.90714 -0.90491 -0.140 0.039 0.038
N -1.31980 8.52715 -0.95458 0.102 0.050 -0.212
H -3.54912 9.21679 0.04619 0.045 -0.013 0.013
H -4.48463 8.89043 -1.36917 0.003 -0.014 -0.026
H -0.49414 8.21499 -1.44338 -0.004 -0.180 0.095
H -1.23252 8.82411 -0.00201 -0.030 -0.091 0.047
C 4.18302 -7.66426 2.72433 0.024 0.071 0.074
O 3.69786 -7.54445 1.60652 -0.178 0.078 -0.014
N 4.91142 -6.67498 3.31417 0.014 0.042 -0.139
N 4.02284 -8.80036 3.46410 -0.041 -0.061 -0.029
H 5.30371 -6.75086 4.23264 -0.002 -0.043 0.006
H 5.03662 -5.82158 2.79506 -0.077 0.030 0.017
H 3.49080 -9.54439 3.05424 0.001 -0.005 -0.015
H 4.40837 -8.92487 4.38008 0.027 0.025 0.002
```
Forces are in eV/Å.

Results
- HOMO level (eV) = -8.9
- spin multiplicity = 1
- relative energy (zero: lowest compared OMol25 entry of this formula, charge and spin) (kJ/mol) = 0.0
- LUMO level (eV) = 0.39



(3)
This record from OMol25 describes a 12-piece molecular cluster, C13H50N12O12 overall. The level of theory is wB97M-V/def2-TZVPD.

The geometry in XYZ format:
```
87
Properties=species:S:1:pos:R:3:forces:R:3
N 0.14805 -1.13980 -3.78500 2.424 -0.149 0.690
C -1.11395 -1.18080 -4.15700 -1.009 5.560 -2.751
N -1.71595 -2.25680 -3.75500 -4.720 -2.901 -0.054
O -1.73695 -0.17680 -4.85000 2.376 -5.049 2.509
H 0.64205 -0.25980 -3.99100 -0.258 0.025 0.237
H 0.54305 -1.83880 -3.07800 -0.815 1.843 -1.537
H -2.72495 -2.29380 -4.05100 1.610 -0.181 0.701
H -1.29495 -3.03480 -3.21800 -0.532 1.371 -0.818
N 1.43205 3.54420 4.03100 3.712 6.926 4.267
C 0.76905 2.50820 3.75400 -8.692 -5.036 1.732
N 1.36605 1.89320 2.74700 1.897 -5.083 -3.169
O -0.47695 2.12020 4.27200 6.602 2.252 -2.551
H 1.12105 4.21820 4.78000 0.212 -1.490 -1.155
H 2.47605 3.63320 3.85900 -2.196 -0.339 -0.136
H 1.00405 1.02520 2.20600 -0.158 1.659 1.718
H 2.41805 1.79420 2.71500 -1.200 0.471 0.335
N 0.11705 -4.32480 -2.96500 -4.357 -4.852 -7.239
C 0.58105 -3.86580 -1.88900 -3.292 -1.627 8.354
N 1.51605 -3.01480 -2.07100 5.324 2.151 0.312
O 0.02305 -4.15180 -0.68900 1.949 1.143 -4.738
H -0.74995 -4.94380 -2.91900 2.015 0.925 0.100
H 0.47505 -4.19080 -3.98800 -0.669 0.018 2.981
H 1.86505 -2.66680 -1.14300 0.206 -0.252 -0.870
H 2.17105 -3.28680 -2.86700 -0.886 1.109 1.776
N -1.66695 2.28320 -3.96100 -0.865 -0.985 -1.119
C -0.38195 2.49920 -3.76500 4.477 -5.225 -0.573
N -0.12295 3.60320 -3.10100 -0.147 3.328 2.285
O 0.67905 1.55620 -4.06300 -5.134 4.989 1.365
H -1.92695 1.36620 -4.38400 0.111 0.255 0.017
H -2.32795 2.99820 -3.68300 0.222 -0.373 -0.215
H 0.64105 3.65120 -2.36600 -0.829 -0.647 -1.634
H -0.94495 4.18620 -2.71900 1.534 -1.511 -1.179
N -3.04395 -1.62980 1.67700 -3.063 -0.371 -4.250
C -2.79895 -1.30080 2.92200 -4.705 5.682 3.992
N -1.64395 -1.65380 3.38600 3.125 2.238 4.435
O -3.58495 -0.45580 3.65200 3.198 -3.963 -3.813
H -3.88495 -1.23780 1.20500 0.815 -0.442 1.259
H -2.60995 -2.29880 1.04000 0.523 0.168 1.176
H -1.26795 -1.01780 4.18800 -1.199 -2.004 -1.832
H -1.12595 -2.38880 2.99800 0.699 -1.050 -0.668
N 1.62005 4.16220 -1.27600 -0.573 3.123 -1.047
C 1.86705 3.33620 -0.27500 4.605 -4.793 -0.569
N 1.07005 3.47720 0.73400 -3.231 0.570 3.023
O 2.84105 2.38020 -0.40000 -4.211 4.285 0.983
H 2.31805 4.27120 -1.97400 0.670 0.120 -0.425
H 1.03405 5.00320 -1.06000 1.188 -1.064 -0.367
H 1.27505 2.73720 1.54300 -1.057 1.729 -1.156
H 0.12205 4.11820 0.75500 3.505 -2.307 -0.233
C 0.06805 0.61720 -0.79700 -0.714 -1.268 -2.936
C -0.31495 -0.51980 0.11900 -0.893 1.009 -1.607
O 0.22605 -0.26380 1.38000 1.115 -0.425 0.681
H 1.15705 0.72920 -0.84600 -0.434 0.653 0.164
H -0.54095 1.49820 -0.68000 0.400 0.661 0.934
H -0.27495 0.39420 -1.88200 0.961 -0.211 1.633
H -0.08095 -1.49080 -0.30700 0.597 -0.300 0.154
H -1.36495 -0.55580 0.25600 -1.213 0.126 -0.169
H -0.29595 -0.76180 2.00900 -0.317 -0.250 0.747
C 3.12505 -1.14080 -0.37500 3.078 1.391 4.569
O 2.26605 -1.89180 0.42800 -1.055 -1.823 -0.801
H 3.88705 -1.81980 -0.72900 0.123 0.059 -0.543
H 3.60605 -0.47880 0.45100 0.207 -0.572 -1.804
H 2.77305 -0.41580 -1.03000 -1.207 0.667 -1.726
H 1.53505 -1.35880 0.74200 -0.166 0.406 0.457
C -3.23695 0.02320 -2.01700 3.195 -1.230 -0.027
O -4.02695 0.28320 -3.11800 -1.221 -0.302 -0.009
H -2.88395 -1.02280 -1.82300 -1.317 0.178 -0.916
H -3.51895 0.33520 -1.05700 -1.272 0.975 1.337
H -2.23895 0.42420 -2.18000 0.117 0.636 0.016
H -4.10695 1.24020 -3.20200 0.015 -0.250 -0.045
C 3.18605 -0.45880 3.45300 -0.325 -1.943 -1.776
O 3.80805 0.66620 2.92100 1.509 1.259 0.266
H 2.17005 -0.17980 3.58500 -1.069 -0.245 0.139
H 3.50605 -0.91680 4.35200 0.985 0.297 1.252
H 3.28305 -1.28580 2.70100 -0.449 0.619 0.466
H 4.61605 0.93120 3.38400 -0.280 -0.342 -0.142
C 0.72205 -3.75480 2.91500 2.744 0.869 0.022
O -0.27495 -3.51380 2.03400 -2.162 -0.283 -2.307
H 1.64805 -3.65980 2.33800 0.509 0.191 0.485
H 0.73105 -4.75180 3.26700 -0.284 -1.047 1.065
H 0.73205 -2.97380 3.70000 -0.067 -0.662 -0.089
H -0.09995 -3.99180 1.18600 -0.214 0.681 0.399
C -2.21795 1.84720 1.64500 -0.102 0.456 -0.239
O -2.92095 3.04120 1.30200 -0.399 -0.040 -0.827
H -2.57395 0.96720 1.14800 -0.423 -0.368 -0.577
H -2.32895 1.66920 2.67600 -0.079 -0.144 1.328
H -1.17295 1.95320 1.42800 0.561 0.169 -0.180
H -3.55995 2.83220 0.60200 0.345 0.155 0.458
```
Forces are in eV/Å.

Results
- HOMO level (eV) = -8.6
- spin multiplicity = 1
- relative energy (zero: lowest compared OMol25 entry of this formula, charge and spin) (kJ/mol) = 937.8
- LUMO level (eV) = -0.01
- SMILES = NC(N)=O.NC(N)=O.NC(N)=O.NC(N)=O.NC(N)=O.NC(N)=O.CCO.CO.CO.CO.CO.CO